The following is a quantum chemistry calculation of C19H29AlF5NO2P2 as an isolated structure in a non-equilibrium geometry, from the OMol25 dataset.

Last column: Löwdin charge in e.
Atoms and positions in Å:
P  -2.1818  -0.0945  0.0365  0.845
P  2.2652  -0.0404  0.2642  0.904
Al  -0.0017  0.3893  0.7780  -0.137
F  -0.1170  3.6796  1.2030  0.123
F  1.9259  3.0688  1.9492  0.108
F  0.3731  3.7158  3.3421  0.146
F  0.8820  0.9554  3.2624  0.043
F  -1.2120  1.6246  2.7734  0.017
O  -1.7814  -1.0947  -4.1497  -0.053
O  1.1550  -1.4532  -3.3010  -0.076
N  0.0637  1.6738  -0.8619  0.065
C  -1.0255  2.7994  -2.6534  -0.024
C  1.2839  2.0442  -1.3439  -0.264
C  -2.7830  -1.7247  -0.5292  -0.200
C  -3.5826  0.5419  1.0512  -0.261
C  -0.7859  -2.6593  3.7322  -0.091
C  0.1925  3.3884  -3.0185  -0.037
C  3.4490  -0.0783  1.6178  -0.231
C  0.5737  3.0288  2.1957  -0.508
C  -2.2638  0.9795  -1.4219  -0.261
C  1.3832  2.9669  -2.3919  -0.013
C  0.2793  -2.6342  1.1432  -0.156
C  -1.0665  1.9058  -1.5832  -0.260
C  0.1080  1.5815  2.2966  -0.384
C  -0.1946  -3.8128  3.1956  -0.112
C  -0.8229  -1.4715  2.9898  -0.131
C  2.8861  -1.3163  -0.8584  -0.228
C  2.5538  1.5157  -0.6749  -0.241
C  -0.2159  -1.4654  1.7514  -0.280
C  0.3181  -3.8115  1.8941  -0.110
H  0.2571  4.1489  -3.8064  0.112
H  -2.5051  -2.4543  0.2462  0.050
H  0.4522  -1.4663  -2.6299  0.028
H  2.9489  2.2677  0.0445  0.098
H  3.2927  0.7738  2.2896  0.041
H  -3.4648  1.6370  1.1930  0.049
H  -2.1762  -0.3981  -4.6784  0.044
H  -0.9012  -0.7328  -4.0192  0.003
H  -1.9643  3.0470  -3.1535  0.117
H  -3.2328  1.5103  -1.6608  0.122
H  -3.5137  0.0189  2.0258  0.040
H  3.3016  -1.0081  2.1828  0.063
H  -2.1875  0.1524  -2.1494  0.057
H  -4.5602  0.2989  0.5757  0.037
H  2.3974  3.3135  -2.6777  0.127
H  -2.2865  -1.9861  -1.4790  0.039
H  0.7623  -4.6978  1.4399  0.092
H  -0.2359  -0.5825  -0.3298  -0.051
H  0.6140  -2.6371  0.1034  0.068
H  3.3157  1.2839  -1.4504  0.102
H  -0.1455  -4.7223  3.7851  0.088
H  -1.2952  -0.5650  3.3808  0.086
H  -1.2340  -2.6549  4.7212  0.092
H  -3.8785  -1.7292  -0.6763  0.058
H  2.3160  -1.2808  -1.7979  0.009
H  3.9369  -1.1037  -1.1092  0.058
H  2.7799  -2.3144  -0.4082  0.053
H  1.0843  -2.2587  -3.8468  0.076
H  4.4648  -0.0626  1.1963  0.050

For the energy, the calculation gives -2371.05509 hartree. The LUMO energy is 0.064 eV. For the orbital gap, the calculation gives 6.69 eV. The calculation puts the molar mass at 487.4 g mol⁻¹.

---

The following is a quantum chemistry calculation of a 3-piece molecular cluster, C19H29BN4O8P overall in a non-equilibrium geometry, from the OMol25 dataset.

Last column: Löwdin charge in e.
Atoms and positions in Å:
P  0.7016  -2.3551  -0.8969  0.806
O  0.6064  1.6273  3.0490  -0.080
O  -2.0799  -4.6902  -4.0354  0.067
O  3.6255  2.3119  3.9882  0.034
O  -2.9651  2.6608  -0.9256  0.050
O  -0.3234  -3.3859  -4.2006  -0.003
O  0.6569  2.4271  1.9962  -0.221
O  0.7145  -2.4323  0.6984  -0.497
O  4.2266  2.3351  6.0981  0.082
N  -4.4316  0.4573  -0.5952  -0.187
N  -1.2802  -0.4422  -1.8085  0.055
N  -0.8638  -4.5019  -4.1826  -0.332
N  3.8833  2.8994  5.0486  -0.313
C  3.7800  4.3635  5.0619  -0.141
C  -1.7326  0.2982  -0.5328  -0.127
C  0.2518  -8.0790  -4.4785  -0.052
C  2.1978  -6.6420  -4.5999  -0.059
C  -0.5738  -6.9605  -4.3484  0.006
C  3.3752  5.0415  3.9043  0.000
C  -5.0488  0.5074  0.7847  -0.099
C  4.0217  6.4654  6.2283  -0.061
C  3.6262  7.1437  5.0744  -0.067
C  0.2229  -0.6398  -1.5912  -0.360
C  -0.6160  2.2308  1.2327  -0.092
C  0.7017  0.7219  -0.7820  -0.063
C  3.2994  6.4357  3.9166  -0.065
C  -0.4720  0.8522  0.3567  -0.193
C  4.0985  5.0713  6.2290  0.005
C  -5.3952  0.8589  -1.6895  -0.107
C  -0.0036  -5.6806  -4.3416  -0.151
C  1.3822  -5.5159  -4.4733  -0.007
C  1.6331  -7.9184  -4.5993  -0.056
B  -3.1058  1.1948  -0.6778  -0.396
H  -1.8299  -1.3487  -1.8203  0.191
H  -0.3554  -0.0005  1.1803  0.153
H  1.8376  -4.5280  -4.4755  0.114
H  -0.1849  -3.4110  -1.3999  0.029
H  3.5733  8.2311  5.0770  0.111
H  2.2737  -8.7937  -4.6925  0.116
H  -5.7923  1.3948  0.9581  0.106
H  -2.1107  -0.6240  0.1156  0.173
H  3.1203  4.5045  2.9930  0.115
H  -5.8524  -0.1543  -2.1236  0.115
H  4.4085  4.5575  7.1364  0.122
H  0.6230  -0.6658  -2.6935  0.142
H  4.2734  7.0241  7.1273  0.112
H  0.4213  1.6045  -1.5339  0.152
H  -0.1810  -9.0770  -4.4818  0.116
H  -6.2408  1.5975  -1.3548  0.104
H  -3.7158  3.1741  -0.5021  0.131
H  -4.1992  0.4272  1.6116  0.113
H  2.9892  6.9714  3.0221  0.109
H  3.2751  -6.5249  -4.6960  0.113
H  -5.6771  -0.5012  0.9008  0.116
H  -1.4940  2.1979  2.0265  0.157
H  1.8242  0.6554  -0.4201  0.158
H  2.0352  -2.6670  -1.3816  0.038
H  -1.6482  -7.1026  -4.2519  0.123
H  -0.7150  3.2096  0.5562  0.156
H  -4.8444  1.3698  -2.6056  0.105
H  1.5525  1.5824  3.4215  0.129
H  -1.4801  0.2367  -2.6009  0.204

For the energy, the calculation gives -1927.92251 hartree. The LUMO energy is -3.318 eV. For the orbital gap, the calculation gives 7.99 eV. The calculation puts the molar mass at 483.2 g mol⁻¹. The charge is +1.

---

The following is a quantum chemistry calculation of C19H29BrN5P2SYb as an isolated structure, from the OMol25 dataset.

Last column: Löwdin charge in e.
Atoms and positions in Å:
Yb  -0.1120  0.1443  0.5636  1.169
Br  -2.9595  -1.1022  0.5251  0.864
S  1.9666  -1.1243  1.6010  0.530
P  1.7402  2.2511  -0.0267  0.747
P  -1.0254  2.4750  2.0174  0.763
N  -1.0898  0.5829  -1.5871  -0.065
N  -1.2090  -0.9200  2.5774  -0.113
N  1.1854  -2.6520  -0.5958  -0.004
N  2.6674  -3.5436  0.8366  0.104
N  0.4167  -1.5691  -0.8960  -0.170
C  0.0413  3.8723  1.4956  -0.411
C  1.5059  3.4491  1.3453  -0.410
C  -3.2520  -1.9804  3.2354  -0.057
C  -1.0092  -0.4599  -2.4396  -0.285
C  -2.5068  1.7207  -3.1374  -0.017
C  -0.7272  -1.1042  3.8168  -0.115
C  -1.4549  -1.7075  4.8300  -0.221
C  3.5010  1.8304  0.0467  -0.268
C  -2.7147  3.1332  1.8857  -0.250
C  -2.7391  -2.1440  4.5134  0.027
C  -1.6804  -0.4673  -3.6487  0.018
C  -1.8213  1.6446  -1.9389  -0.133
C  -0.7556  2.3840  3.8162  -0.250
C  1.8916  -2.5071  0.5099  -0.821
C  -0.1787  -1.6019  -2.0298  -0.071
C  -0.8634  -1.8779  6.2019  -0.018
C  -2.4381  0.6397  -4.0025  -0.002
C  1.6006  3.2763  -1.5194  -0.250
C  -2.4281  -1.3604  2.3242  -0.728
H  3.2737  -3.5045  1.6354  0.097
H  -3.3437  -2.6347  5.2671  0.139
H  1.8214  2.6751  -2.4015  0.055
H  -0.0611  -2.4626  -2.6809  0.142
H  1.8792  2.9844  2.2628  0.083
H  0.5965  3.6844  -1.6339  0.033
H  -0.9067  3.3709  4.2560  0.064
H  -2.9677  0.6572  -4.9462  0.131
H  4.1016  2.7409  0.0206  0.062
H  -1.8611  2.4643  -1.2302  0.097
H  3.7147  1.2673  0.9528  0.019
H  0.2923  -0.7799  3.9837  0.095
H  2.6958  -4.3425  0.2231  0.122
H  -2.9680  3.3510  0.8482  0.038
H  -1.0508  -0.9952  6.8154  0.097
H  3.7660  1.2043  -0.8050  0.058
H  -0.3513  4.2547  0.5489  0.076
H  -3.4314  2.4048  2.2648  0.050
H  -2.8008  4.0518  2.4679  0.064
H  2.3158  4.0982  -1.4636  0.063
H  -3.0821  2.6031  -3.3798  0.124
H  0.2145  -2.0256  6.1529  0.091
H  -1.2988  -2.7339  6.7140  0.093
H  -0.0634  4.6843  2.2186  0.099
H  -1.6005  -1.3252  -4.3029  0.133
H  0.2520  2.0425  4.0552  0.047
H  -1.4661  1.6849  4.2583  0.043
H  -4.2363  -2.3304  2.9604  0.123
H  2.1430  4.3184  1.1653  0.100

For the energy, the calculation gives -5828.43602 hartree. The expectation value of S² is 0.751. The LUMO energy (spin up / spin down) is -6.271 / -6.257 eV. As for the spin multiplicity: 2. For the orbital gap (spin up / spin down), the calculation gives 7.38 / 7.39 eV. The calculation puts the molar mass at 674.4 g mol⁻¹. The charge is +2.

---

The following is a quantum chemistry calculation of C19H29Cl2NO2Tc as an isolated structure in a non-equilibrium geometry, from the OMol25 dataset.

Last column: Löwdin charge in e.
Atoms and positions in Å:
Tc  0.3698  1.0877  0.0183  1.355
Cl  -1.5362  2.2792  0.0715  0.171
Cl  -4.1701  2.1455  -1.8826  -0.836
O  1.0000  1.5844  1.7899  -0.421
O  1.2372  -0.6260  0.4233  -0.434
N  -1.0241  -3.6678  0.8908  -0.283
C  -3.3482  -1.0000  3.2212  -0.140
C  -1.3721  -0.2197  1.4132  -0.166
C  1.5361  4.0298  -0.1819  -0.066
C  -0.4472  3.3332  -2.5932  -0.106
C  2.8205  -0.5503  -2.1185  -0.074
C  0.2700  0.4921  -3.6827  -0.042
C  -1.5894  -2.4923  0.2528  -0.168
C  2.3708  1.6347  -0.7775  -0.357
C  1.4160  2.7134  -0.8641  -0.429
C  3.5922  1.6146  0.0686  -0.058
C  -3.0532  -1.7966  2.1268  -0.086
C  2.0545  0.6804  -1.8094  -0.306
C  0.5081  2.3951  -1.9454  -0.376
C  0.3476  -3.7036  1.3013  -0.109
C  -1.6780  0.5802  2.4950  -0.221
C  -2.6801  0.2128  3.4012  -0.119
C  -1.8889  -4.5879  1.5665  -0.142
C  0.9023  1.1415  -2.5065  -0.260
C  -2.0003  -1.4433  1.2435  -0.241
H  2.0338  3.9081  0.7854  0.064
H  2.1470  -1.3821  -2.3600  0.068
H  0.5636  -4.7125  1.6810  0.070
H  0.5819  -2.9846  2.1061  0.090
H  -1.3992  2.8358  -2.8155  0.025
H  -2.0605  -4.3210  2.6233  0.075
H  -0.8762  -2.0844  -0.4732  0.107
H  -1.4072  -5.5768  1.5595  0.067
H  1.3598  0.8184  2.2777  0.008
H  3.4417  2.2186  0.9686  0.063
H  0.4166  -0.5942  -3.6558  0.067
H  3.4307  -0.8496  -1.2590  0.063
H  -2.9350  0.8911  4.2218  0.082
H  1.0096  -3.4931  0.4477  0.080
H  -1.1856  1.5348  2.6547  0.047
H  -3.6118  -2.7231  1.9764  0.082
H  0.7022  0.8638  -4.6255  0.081
H  -0.0239  3.7260  -3.5308  0.078
H  -0.8076  0.6958  -3.6985  0.085
H  0.6579  -1.3913  0.3080  -0.074
H  -4.1076  -1.3150  3.9481  0.079
H  -2.4963  -2.8322  -0.2843  0.123
H  2.1309  4.7265  -0.7870  0.076
H  -0.6675  4.1793  -1.9355  0.057
H  3.8331  0.5885  0.3672  0.070
H  0.5472  4.4675  -0.0162  0.061
H  -2.8575  -4.6440  1.0547  0.078
H  3.4884  -0.4066  -2.9818  0.069
H  4.4541  2.0194  -0.4790  0.076

For the energy, the calculation gives -1947.74309 hartree. The expectation value of S² is 3.803. The LUMO energy (spin up / spin down) is 4.889 / 4.884 eV. As for the spin multiplicity: 4. For the orbital gap (spin up / spin down), the calculation gives 4.74 / 5.90 eV. The calculation puts the molar mass at 472.4 g mol⁻¹. The charge is -2.

---

The following is a quantum chemistry calculation of one molecule with the formula C19H29ClN2O2, from the OMol25 dataset.

Last column: Löwdin charge in e.
Atoms and positions in Å:
Cl  -5.9613  -0.2585  -1.2261  0.689
O  -1.7405  -3.2137  -1.1563  0.078
O  -0.7882  -0.2660  1.5780  -0.114
N  2.4700  0.2651  -0.6575  -0.181
N  -4.9479  1.9023  0.5470  0.110
C  3.1070  1.5251  -0.9955  -0.205
C  -0.3782  0.8664  2.3104  -0.059
C  -1.5289  -2.5688  -0.1490  -0.370
C  -4.1175  0.8295  0.4333  -0.341
C  -3.5609  -1.3006  -0.5435  -0.031
C  3.1974  -0.5563  0.2876  -0.190
C  -2.3367  -1.3531  0.1303  -0.074
C  2.2780  -1.6422  0.8411  -0.139
C  0.0261  3.8578  -0.5263  -0.116
C  -2.8836  0.7982  1.0875  0.037
C  -0.5305  -3.0627  0.8768  -0.096
C  0.7527  -3.5891  0.2240  -0.147
C  -4.4322  -0.2520  -0.3955  -0.589
C  0.8646  2.6942  -1.0416  -0.273
C  2.2752  2.6963  -0.4584  -0.196
C  1.7118  -2.5045  -0.2859  -0.315
C  -1.9965  -0.2594  0.9567  -0.209
C  1.0581  -1.5904  -1.3167  -0.131
C  2.0445  -0.5310  -1.7922  -0.183
H  1.5599  0.1239  -2.5175  0.117
H  0.6351  0.6472  2.6432  0.095
H  2.2138  2.6160  0.6263  0.106
H  2.9035  -1.0221  -2.2888  0.128
H  1.4571  -1.1524  1.3605  0.089
H  -1.0254  -3.9098  1.3683  0.135
H  -0.9901  3.7994  -0.9156  0.069
H  2.5486  -3.0186  -0.7722  0.143
H  0.9258  2.7577  -2.1332  0.111
H  0.2087  -1.0812  -0.8570  0.107
H  -4.8138  2.5399  1.3141  0.102
H  2.7794  3.6360  -0.7032  0.112
H  -3.8050  -2.1263  -1.1945  0.121
H  -0.0258  3.8487  0.5617  0.058
H  0.6934  -2.1721  -2.1607  0.126
H  3.5486  0.0780  1.1049  0.119
H  -0.3170  -2.3158  1.6311  0.096
H  0.4552  4.8083  -0.8323  0.069
H  3.2041  1.6251  -2.0816  0.118
H  4.1184  1.5760  -0.5771  0.114
H  -2.6394  1.6426  1.7096  0.107
H  2.8284  -2.2600  1.5550  0.121
H  0.4635  -4.2205  -0.6177  0.114
H  -0.3635  1.7607  1.6833  0.079
H  0.3898  1.7489  -0.7856  0.090
H  1.2853  -4.2102  0.9486  0.114
H  -5.8875  1.7890  0.2010  0.056
H  4.0838  -1.0264  -0.1830  0.126
H  -1.0172  1.0314  3.1846  0.101

For the energy, the calculation gives -1461.58512 hartree. Its SMILES is CCCCN1CCC(CCC(=O)c2cc(Cl)c(N)cc2OC)CC1. The LUMO energy is 0.601 eV. For the orbital gap, the calculation gives 8.79 eV. The calculation puts the molar mass at 352.9 g mol⁻¹.